[1]
26
Properties=species:S:1:pos:R:3:forces:R:3 method="wB97M-V/def2-TZVPD" e_above_lowest_kj_mol=0.00 homo_lumo_gap_ha=0.25638 charge=0 energy_ev=-18363.9519
Rb 16.993363 18.854662 -21.437639 -0.11 -0.39 0.72
O 16.304385 16.310363 -22.494573 0.74 0.41 -0.02
O 16.176332 15.895212 -17.952482 0.28 -0.39 0.01
O 14.704094 19.525689 -22.952585 0.47 -0.22 0.12
O 16.321054 17.936498 -18.773594 0.28 0.40 -0.86
O 17.677156 17.313474 -17.071092 -0.08 -0.17 -0.50
C 12.658035 19.508965 -24.137466 -0.46 0.08 0.09
C 13.431856 21.514431 -22.726878 -0.15 0.02 -0.53
C 13.695157 20.119120 -23.247549 -0.40 0.29 0.04
C 14.804260 15.660076 -24.204514 0.15 -0.06 -0.38
C 14.417430 15.099212 -21.742665 -0.26 0.18 0.22
C 16.804635 17.143276 -17.935551 -0.25 0.46 0.58
C 15.296484 15.720003 -22.786761 -0.67 -0.14 0.17
H 14.683386 14.636409 -24.565357 -0.08 -0.03 0.20
H 13.423725 21.499768 -21.640971 0.04 0.05 0.10
H 16.683108 15.399538 -17.296292 -0.15 -0.05 0.02
H 12.598303 20.087418 -25.063909 0.06 -0.12 -0.03
H 14.225908 14.054854 -21.990627 -0.06 -0.02 0.10
H 13.826296 16.142348 -24.250636 -0.01 -0.03 -0.06
H 14.224266 22.174964 -23.080423 0.12 -0.04 0.17
H 13.455324 15.627996 -21.739777 0.04 -0.17 -0.18
H 12.491940 21.913864 -23.110056 -0.01 -0.06 0.17
H 15.504250 16.164176 -24.867170 -0.04 0.11 0.04
H 11.669694 19.593599 -23.672386 0.12 0.05 0.01
H 12.859882 18.461666 -24.329300 0.17 -0.02 -0.16
H 14.824907 15.216487 -20.740237 0.25 -0.14 -0.07

=====

[2]
21
Properties=species:S:1:pos:R:3:forces:R:3 method="wB97M-V/def2-TZVPD" e_above_lowest_kj_mol=385.34 homo_lumo_gap_ha="0.30716 / 0.30672" charge=0 energy_ev=-7482.3006
C -1.847836 -1.139310 -0.231820 -0.07 -0.10 0.14
C 0.413271 0.156488 0.141128 0.08 0.07 0.09
C -1.266871 0.819858 -1.630264 0.25 -0.15 -0.17
C 1.687305 0.493905 -0.643866 0.06 0.00 -0.04
C -0.047411 1.395042 0.933234 -0.04 0.00 -0.01
C -0.719743 -0.306642 -0.844037 -0.25 0.10 -0.05
C 0.745612 -0.956959 1.138398 0.04 -0.10 0.09
H -0.217970 -0.928023 -1.615967 0.01 0.10 -0.02
H -2.392788 -0.562478 0.520985 0.06 -0.04 -0.03
H -0.111846 -1.225910 1.763250 0.10 0.07 -0.12
H -0.914264 1.166202 1.561520 0.08 0.01 -0.09
H -0.404787 1.337855 -2.097997 -0.10 0.02 0.17
H 2.457881 0.877761 0.033676 -0.10 -0.06 -0.06
H -2.563003 -1.400569 -1.016226 0.08 0.08 0.09
H 0.759017 1.745254 1.590525 -0.14 -0.07 -0.11
H -1.500304 -2.068372 0.226956 0.01 0.09 -0.05
H 1.099790 -1.862013 0.630670 -0.08 0.11 0.04
H -0.327231 2.226232 0.273843 0.07 -0.10 0.03
H 1.541224 -0.621414 1.812379 -0.04 0.00 -0.09
H 1.520158 1.254285 -1.413504 0.02 -0.10 0.14
H 2.089800 -0.401194 -1.132877 -0.06 0.11 0.05

=====

[3]
21
Properties=species:S:1:pos:R:3:forces:R:3 method="wB97M-V/def2-TZVPD" e_above_lowest_kj_mol=593.94 homo_lumo_gap_ha="0.27766 / 0.26678" charge=0 energy_ev=-7480.1386
C -1.258813 -2.324817 0.768401 -0.40 -0.17 -0.12
C -0.149782 -1.594347 0.429023 0.45 0.77 0.82
C -0.584163 1.291395 -1.001250 -0.03 -0.20 -0.26
C 0.586662 2.181666 -0.797007 0.34 -0.07 0.34
C -0.496172 0.093267 -1.727086 -0.03 -0.28 0.58
C 0.102834 -0.271423 1.287474 -1.06 -0.29 -1.17
C 1.472379 0.029893 1.418041 0.61 0.09 0.09
H -1.417825 -0.360525 -2.080789 0.01 0.08 -0.09
H 1.917924 0.268847 2.373313 -0.02 0.09 -0.02
H -0.433703 -0.300621 2.236028 -0.04 0.00 -0.11
H 0.756835 -2.164558 0.219535 -0.03 0.08 -0.08
H -1.569839 1.696833 -0.798692 0.05 -0.07 0.17
H 1.375892 2.037074 -1.538548 -0.17 -0.03 -0.13
H 0.306310 3.233921 -0.783287 0.02 0.00 0.06
H 2.148910 -0.109986 0.584960 0.01 -0.01 -0.03
H 1.086207 1.940680 0.173130 -0.17 0.18 -0.16
H -0.258668 -0.905830 -0.747793 -0.03 0.32 -0.43
H -0.479331 0.540660 0.596386 0.36 -0.44 0.44
H -2.154864 -1.837997 1.135159 0.03 0.02 0.07
H 0.359681 -0.047016 -2.382175 0.04 -0.07 0.10
H -1.310472 -3.397116 0.635173 0.03 0.01 -0.07